Record 1
{"formula": "C36H30BBrF4N10O3Re", "method": "ωB97M-V/def2-TZVPD", "symbols": ["Re", "O", "C", "C", "C", "C", "C", "C", "C", "O", "N", "N", "C", "C", "Br", "C", "C", "C", "C", "C", "C", "C", "H", "H", "H", "H", "H", "H", "H", "H", "H", "H", "H", "H", "H", "H", "C", "N", "C", "N", "C", "N", "C", "C", "C", "C", "C", "C", "C", "N", "N", "C", "O", "C", "C", "C", "C", "C", "C", "N", "C", "N", "C", "N", "C", "H", "H", "H", "H", "H", "H", "H", "H", "H", "H", "H", "H", "H", "H", "H", "H", "F", "B", "F", "F", "F"], "coordinates": [[-11.7425, 1.1435, 18.1085], [-14.2002, 3.8113, 15.5097], [-13.3624, 3.8039, 14.4832], [-13.8455, 4.1969, 13.1891], [-12.9820, 4.1097, 12.0652], [-11.6282, 3.9401, 12.2578], [-11.1614, 3.5426, 13.5415], [-11.9590, 3.6289, 14.6366], [-11.3393, 3.2096, 16.0135], [-12.3362, 2.6454, 16.7998], [-10.2497, 2.3246, 15.9504], [-10.2643, 1.3098, 16.9204], [-9.4653, 0.2432, 16.6738], [-10.1411, -0.9502, 16.6281], [-12.3392, -0.7485, 16.4313], [-9.5789, -2.2768, 16.5673], [-8.3670, -2.7194, 17.1761], [-8.0646, -4.1358, 17.1368], [-6.8685, -4.6099, 17.6877], [-5.8921, -3.6984, 18.0938], [-6.1359, -2.3256, 18.1425], [-7.3300, -1.8711, 17.6642], [-13.6895, 3.4706, 16.3186], [-14.7918, 4.6833, 13.0634], [-13.3217, 4.3780, 11.0492], [-10.9401, 4.1863, 11.4916], [-10.1323, 3.2194, 13.6370], [-10.9037, 4.2523, 16.3832], [-9.3620, 2.4938, 15.4559], [-8.3909, 0.3168, 16.4509], [-10.3088, -3.0128, 16.1465], [-8.8493, -4.7430, 16.6825], [-6.7243, -5.6985, 17.8085], [-5.0001, -3.9815, 18.7090], [-5.3813, -1.6495, 18.5781], [-7.5555, -0.8167, 17.7464], [-10.8244, 5.5497, 21.3052], [-11.0851, 4.1860, 20.8882], [-11.2331, 3.7255, 19.6197], [-11.0570, 2.4073, 19.6089], [-10.7729, 2.0645, 20.9195], [-10.8511, 3.0830, 21.6949], [-10.9200, 6.5643, 20.2185], [-9.9001, 7.4120, 19.7294], [-10.0788, 8.5103, 18.8240], [-11.3574, 8.7168, 18.3116], [-12.3837, 7.8032, 18.6903], [-12.1490, 6.7633, 19.5459], [-13.7575, 7.6981, 18.1561], [-14.3934, 8.4668, 17.3187], [-15.5636, 7.9103, 17.0321], [-15.5797, 6.6730, 17.5130], [-14.4869, 6.5420, 18.3341], [-16.5650, 5.6496, 17.3472], [-17.3806, 5.5962, 16.1762], [-17.9943, 4.4320, 15.8311], [-17.8580, 3.3042, 16.6416], [-17.1519, 3.3594, 17.8216], [-17.2329, 2.1374, 18.7374], [-15.9061, 1.5223, 18.8687], [-14.7558, 2.0237, 18.3332], [-13.7661, 1.2304, 18.6950], [-14.3461, 0.2373, 19.4090], [-15.6526, 0.4312, 19.5854], [-16.4386, 4.5002, 18.1674], [-9.7714, 5.5223, 21.7057], [-11.5307, 5.7803, 22.0859], [-11.4710, 4.3314, 18.7551], [-10.6291, 1.0499, 21.2550], [-8.9106, 7.3757, 20.1240], [-9.2723, 9.2457, 18.6439], [-11.6668, 9.6505, 17.8568], [-12.9951, 6.0879, 19.8021], [-17.5121, 6.5332, 15.6612], [-18.6047, 4.4022, 14.9390], [-18.3912, 2.4133, 16.2907], [-18.0243, 1.4355, 18.4842], [-17.4293, 2.4037, 19.7525], [-14.5441, 2.8911, 17.7393], [-13.8273, -0.6314, 19.8775], [-15.8701, 4.5470, 19.0545], [-13.3011, -3.7068, 21.6906], [-13.7114, -2.9898, 22.7391], [-11.3513, -0.1216, 19.5369], [-12.8761, -2.7144, 23.7795], [-15.0203, -2.6931, 22.9287]], "e_homo_ev": [-12.566, -12.570], "s_squared": 4.13, "multiplicity": 4, "orbital_gap_ev": [5.135, 4.460], "charge": 2, "energy_ev": -142566.3970, "e_lumo_ha": [-0.27312, -0.29804]}


Record 2
{"formula": "H32O16", "method": "ωB97M-V/def2-TZVPD", "symbols": ["O", "H", "H", "O", "H", "H", "O", "H", "H", "O", "H", "H", "O", "H", "H", "O", "H", "H", "O", "H", "H", "O", "H", "H", "O", "H", "H", "O", "H", "H", "O", "H", "H", "O", "H", "H", "O", "H", "H", "O", "H", "H", "O", "H", "H", "O", "H", "H"], "coordinates": [[0.0959, 1.4949, 2.8371], [-0.2594, 0.6378, 3.2971], [-0.7722, 1.5785, 2.3545], [-2.7727, 1.5659, 1.2745], [-3.0718, 1.7175, 2.1812], [-2.7012, 2.4981, 0.9347], [0.6205, 4.3948, -0.7649], [1.1518, 3.9712, -0.0753], [1.0937, 4.1320, -1.4675], [2.2597, 0.5694, -0.6025], [2.4486, 0.6067, 0.3137], [2.1669, -0.4368, -0.7220], [2.9900, -3.2061, 4.1628], [2.4170, -3.1243, 4.8623], [2.9429, -3.9878, 3.5537], [-1.3330, -1.5974, -2.1572], [-1.8234, -1.5130, -2.9127], [-1.7739, -1.7732, -1.3561], [-0.0750, -3.8715, 2.5768], [0.2911, -3.4150, 1.7092], [-0.8639, -4.2912, 2.1981], [0.4664, 4.2024, 3.0045], [0.1866, 3.3587, 3.2090], [0.9424, 4.0818, 2.2547], [-5.6733, -0.5186, -0.8212], [-4.9004, -0.2800, -1.2696], [-5.9335, 0.0982, -0.2005], [-0.3209, -3.8965, -0.8366], [-0.7376, -4.6569, -0.3838], [-0.1977, -4.4882, -1.5698], [-0.5218, 1.6855, -4.9465], [-0.0547, 2.5263, -4.6103], [-0.6258, 1.8029, -5.9444], [4.9969, 1.2298, 1.2243], [4.3959, 1.6020, 0.6125], [4.8400, 1.3232, 2.1915], [-3.7883, -1.8774, 0.1449], [-4.6710, -1.6187, -0.0448], [-3.3347, -1.1434, 0.1588], [3.4291, 3.6013, -0.2213], [4.4517, 3.4252, -0.5491], [3.0925, 2.7904, -0.4956], [2.9680, -2.6977, -0.7323], [3.7928, -2.8342, -0.3936], [3.0241, -3.2008, -1.4674], [-3.2177, -0.8918, -3.9644], [-3.0253, -0.2827, -4.6733], [-3.4819, -0.5995, -3.1185]], "e_homo_ev": -10.423, "orbital_gap_ev": 10.357, "charge": 0, "energy_ev": -33275.5127, "e_lumo_ha": -0.00242}


Record 3
{"formula": "C8H17N", "method": "ωB97M-V/def2-TZVPD", "symbols": ["C", "C", "C", "C", "C", "C", "C", "C", "N", "H", "H", "H", "H", "H", "H", "H", "H", "H", "H", "H", "H", "H", "H", "H", "H", "H"], "coordinates": [[1.8095, -0.2825, 2.4177], [-1.7890, 0.0646, 0.9615], [-0.8139, 1.8744, -0.3640], [-1.3310, -0.3008, -1.4824], [0.7381, -1.6696, 0.0956], [1.6591, 0.4624, -0.8259], [-0.8373, 0.3799, -0.1726], [0.6392, -0.1353, 0.1165], [1.0650, 0.3468, 1.5920], [2.1220, 0.3314, 3.1617], [2.1805, -1.2697, 2.2724], [-1.5723, -1.0230, 1.3498], [-1.6813, 0.5675, 1.9826], [-2.7805, 0.1399, 0.5997], [-0.2456, 2.0838, -1.2489], [-1.8203, 2.3620, -0.1974], [-0.2385, 2.2253, 0.5135], [-2.4250, -0.1980, -1.6170], [-1.1797, -1.4252, -1.6125], [-0.9050, 0.2746, -2.4102], [1.6883, -2.0475, 0.4764], [-0.0739, -1.9625, 0.6818], [0.7462, -2.0599, -0.9728], [1.1812, 0.7033, -1.7645], [2.4093, -0.3775, -1.0395], [2.1001, 1.2474, -0.3661]], "e_homo_ev": -8.993, "smiles": "C=NC(C)(C)C(C)(C)C", "orbital_gap_ev": 9.870, "charge": 0, "energy_ev": -10059.6625, "e_lumo_ha": 0.03223}


Record 4
{"formula": "C6H11P", "method": "ωB97M-V/def2-TZVPD", "symbols": ["C", "C", "C", "C", "C", "C", "P", "H", "H", "H", "H", "H", "H", "H", "H", "H", "H", "H"], "coordinates": [[1.6939, -0.1995, 0.2361], [0.6017, -1.0038, 1.0967], [-0.3021, -0.5744, -1.0727], [0.4396, 0.4859, -0.4067], [-0.4913, -0.3490, 0.4117], [0.4064, 1.9538, -0.8391], [-4.0419, -1.2442, 0.4041], [2.2833, 0.4979, 0.7757], [2.3825, -0.8297, -0.4196], [0.6962, -2.0558, 0.8478], [0.5787, -0.7814, 2.1998], [-1.1248, -0.1575, -1.5334], [0.1654, -1.4884, -1.3756], [1.4397, 2.2583, -1.1062], [0.1916, 2.7058, 0.0766], [-0.3086, 2.1808, -1.6213], [-1.4755, -0.1124, 0.6818], [-3.1346, -1.2862, 1.6442]], "e_homo_ev": [-8.811, -8.925], "orbital_gap_ev": [7.268, 7.414], "charge": 0, "energy_ev": -15683.6012, "e_lumo_ha": [-0.05670, -0.05553]}


Record 5
{"formula": "C17H34NO2P2Ru", "method": "ωB97M-V/def2-TZVPD", "symbols": ["C", "C", "N", "C", "C", "C", "C", "P", "Ru", "P", "C", "O", "O", "H", "H", "H", "C", "C", "H", "H", "H", "H", "C", "C", "H", "H", "H", "H", "H", "H", "H", "H", "H", "H", "H", "H", "H", "H", "H", "H", "H", "H", "C", "C", "C", "C", "C", "C", "H", "H", "H", "H", "H", "H", "H", "H", "H"], "coordinates": [[-4.3228, 1.6007, -0.6977], [-3.1242, 1.0841, -0.1954], [-1.9697, 1.1717, -0.8944], [-1.9692, 1.6689, -2.1467], [-3.1323, 2.2228, -2.6765], [-4.3163, 2.2205, -1.9474], [-3.0822, 0.3371, 1.1198], [-1.3846, -0.0844, 1.7466], [-0.1064, 0.3917, -0.0442], [0.5576, 0.5178, -2.2213], [-0.6909, 1.6825, -2.9581], [-3.9861, -2.4192, 0.1821], [-2.1996, -1.8386, -2.0059], [-5.2189, 1.5297, -0.0734], [-3.0882, 2.6095, -3.6917], [-5.2462, 2.6230, -2.3514], [-1.1148, 1.1438, 3.0250], [-1.4201, -1.7246, 2.4776], [-0.8795, 1.3791, -4.0031], [-0.2297, 2.6924, -2.9730], [-3.4798, -0.6686, 0.9205], [-3.7179, 0.8364, 1.8787], [2.1826, 1.2334, -2.4844], [0.4618, -0.9486, -3.2604], [-1.5672, -1.4075, -1.4078], [-1.9379, -2.7793, -1.8952], [-3.5014, -2.0584, -0.5935], [-4.8733, -2.0532, 0.0390], [0.3000, 1.9247, 0.2939], [-0.0067, -1.2209, -0.1168], [-1.9028, 1.0465, 3.7787], [-0.1265, 0.9504, 3.4552], [-1.1353, 2.1327, 2.5483], [-1.8796, -1.6662, 3.4727], [-1.9804, -2.4260, 1.8438], [-0.3752, -2.0425, 2.5671], [0.4651, -0.6738, -4.3235], [1.3126, -1.5985, -3.0144], [-0.4634, -1.5033, -3.0622], [2.4555, 1.2275, -3.5468], [2.2017, 2.2587, -2.0960], [2.9017, 0.6381, -1.9071], [4.0715, -2.0538, 2.3570], [3.9404, -0.6645, 1.7505], [4.1393, 0.4097, 2.8135], [4.9513, -0.4872, 0.6232], [2.5943, -0.5001, 1.2054], [1.4832, -0.2204, 0.7396], [5.0662, -2.1997, 2.7908], [3.8957, -2.8171, 1.5930], [3.3165, -2.1988, 3.1351], [5.1418, 0.3398, 3.2480], [3.9986, 1.4036, 2.3748], [3.3915, 0.3022, 3.6069], [4.8002, -1.2461, -0.1529], [4.8257, 0.4909, 0.1468], [5.9744, -0.5684, 1.0078]], "e_homo_ev": [-7.105, -11.233], "s_squared": 6.04, "multiplicity": 5, "orbital_gap_ev": [4.708, 5.098], "charge": 1, "energy_ev": -44913.4704, "e_lumo_ha": [-0.08809, -0.22546]}